No. 1
Entry from OMol25: a cluster of 14 separate species, C24H76O26 in total at a distorted geometry (ωB97M-V/def2-TZVPD).

Positions of all 126 atoms, in Å:
O -4.2704 -4.9416 -0.5472
H -4.4631 -4.3655 0.1925
H -4.0899 -5.7926 -0.1480
O -6.0618 -2.6100 3.1843
H -6.3912 -2.4643 4.0712
H -5.1204 -2.7421 3.2967
C -1.6976 -0.7216 6.7784
C -1.9169 -2.1489 6.3181
O -3.2697 -2.5590 6.5723
O -1.7682 -0.6592 8.1808
H -2.5099 -0.1252 6.3631
H -0.6774 -0.4314 6.5271
H -1.2905 -2.8574 6.8600
H -1.6136 -2.3255 5.2861
H -3.5677 -2.0934 7.3571
H -1.1257 -0.0319 8.5203
C -6.4307 1.6422 -4.8914
C -6.4822 2.6979 -5.9779
O -7.8073 3.1350 -6.1365
O -5.1292 1.0159 -4.8972
H -7.2364 0.9268 -5.0561
H -6.6659 1.9756 -3.8807
H -6.0877 2.2696 -6.8993
H -5.9187 3.5876 -5.6971
H -7.9765 3.7311 -6.8697
H -5.3053 0.0950 -4.6910
C 4.9195 -0.8122 4.7795
C 4.2316 -2.1030 5.2870
O 4.4637 -2.2848 6.6933
O 4.1783 0.4030 5.0379
H 5.0378 -0.8990 3.6994
H 5.9584 -0.7511 5.1036
H 4.5622 -2.9569 4.6957
H 3.1533 -2.1673 5.1419
H 4.5340 -1.4426 7.1488
H 4.4347 1.1697 4.5201
C -7.2270 6.2203 -0.0057
C -8.1376 6.5490 1.1950
O -7.7654 7.6942 2.0191
O -5.9834 5.6481 0.4801
H -7.0113 7.1280 -0.5693
H -7.6791 5.6142 -0.7908
H -8.0971 5.6529 1.8142
H -9.1673 6.7126 0.8772
H -7.5940 8.4867 1.5051
H -5.2882 6.2144 0.1371
C -1.9588 -3.7289 -4.7439
C -3.3202 -4.2471 -5.4105
O -4.5323 -3.9965 -4.6992
O -1.6208 -4.3927 -3.5400
H -1.9775 -2.6448 -4.6325
H -1.1821 -3.8703 -5.4955
H -3.3733 -5.3249 -5.5643
H -3.5981 -3.7848 -6.3577
H -4.3326 -4.3296 -3.8213
H -2.3722 -4.3365 -2.9451
C 0.2240 4.4741 -3.9939
C 0.9895 5.2430 -2.8442
O 1.4336 6.6080 -3.0565
O 1.0678 3.4506 -4.5400
H -0.2369 5.1822 -4.6825
H -0.6809 3.9757 -3.6463
H 1.8273 4.7394 -2.3620
H 0.2484 5.3805 -2.0567
H 1.4269 7.0443 -2.2014
H 1.7770 3.8493 -5.0495
C -2.1464 6.0602 4.1798
C -0.6743 5.6627 4.2648
O -0.1293 5.3849 2.9907
O -3.0673 4.9836 4.1734
H -2.4700 6.7766 3.4247
H -2.2596 6.7984 4.9737
H -0.7377 4.7357 4.8346
H -0.1815 6.4588 4.8229
H -0.5442 4.5681 2.7038
H -3.6581 5.1453 3.4342
C 6.9542 3.4131 -1.5609
C 6.1200 3.8162 -0.3567
O 5.8156 5.1397 -0.2867
O 6.1318 3.8315 -2.7110
H 6.9288 2.3235 -1.5739
H 8.0006 3.7112 -1.4968
H 6.6931 3.4551 0.4973
H 5.1727 3.2802 -0.2975
H 5.5557 5.3317 -1.1907
H 6.4992 3.3295 -3.4421
C -1.5712 0.4417 -0.0131
C -0.2231 -0.2790 0.3982
O 0.7653 -0.2171 -0.6378
O -1.5853 1.7743 0.4552
H -2.4348 0.0168 0.4986
H -1.9165 0.2495 -1.0289
H -0.4196 -1.3203 0.6537
H 0.2503 0.0515 1.3227
H 0.7486 0.6551 -1.0385
H -2.5015 2.0500 0.5348
C 1.8347 -7.9726 5.4463
C 2.0479 -7.6936 3.8765
O 1.3462 -6.6176 3.3864
O 0.6015 -8.6405 5.7714
H 1.7362 -6.9654 5.8513
H 2.7062 -8.4286 5.9161
H 1.7307 -8.5785 3.3247
H 3.1041 -7.5956 3.6256
H 1.7009 -6.4770 2.5055
H -0.1069 -8.0904 5.4290
C 5.4846 -0.8620 -5.5004
C 4.4828 -1.8403 -6.2310
O 5.1471 -2.7670 -7.1224
O 6.1586 -0.0567 -6.4980
H 6.2629 -1.3552 -4.9181
H 4.7933 -0.3619 -4.8221
H 3.7208 -1.2332 -6.7198
H 3.9011 -2.3730 -5.4787
H 4.4814 -3.3952 -7.4120
H 6.8290 -0.5826 -6.9402
C 5.5148 -4.8463 -0.7301
C 6.0912 -5.6949 -1.8892
O 5.7975 -6.9841 -2.0006
O 4.1271 -4.8838 -0.7582
H 5.8461 -3.8259 -0.9231
H 5.9433 -4.9846 0.2625
H 7.1709 -5.5529 -1.9364
H 5.7843 -5.1439 -2.7781
H 6.3224 -7.4319 -1.3331
H 3.8656 -3.9674 -0.8740

Forces on the atoms, in the same order (eV/Å):
0.1 0.1 -0.3
-0.1 0.2 0.2
0.1 -0.3 0.1
-0.1 0.0 -0.3
-0.1 0.0 0.2
0.2 0.0 0.1
0.7 -0.7 -0.2
-0.2 -0.7 0.9
0.1 0.2 -0.9
-0.4 -0.2 1.0
0.3 0.4 -0.4
-0.2 0.4 -0.8
0.4 0.3 0.4
-0.7 0.4 -0.3
0.1 0.0 0.2
-0.1 0.0 -0.1
0.0 -0.5 0.2
0.2 0.7 0.0
-1.4 -0.4 0.4
-0.9 0.2 -0.1
0.1 -0.3 -0.5
0.2 0.7 0.0
0.2 -0.1 0.0
0.7 -0.2 0.0
0.6 -0.1 0.0
0.3 -0.1 0.0
-0.5 0.2 -1.5
0.0 1.3 0.9
0.3 -0.8 -0.4
-0.3 -1.1 1.0
-0.3 -0.2 -0.3
-0.1 0.0 0.7
0.8 -0.1 0.4
-0.2 0.8 -0.3
-0.1 0.2 -0.3
0.4 -0.4 -0.2
0.6 0.9 0.6
0.2 0.5 -0.4
0.2 -1.3 -0.3
-0.8 0.3 -0.5
0.2 0.4 0.2
-0.3 -0.6 0.5
-0.1 0.3 0.4
-0.1 -0.2 -0.2
-0.1 -0.2 -0.4
0.1 -0.1 0.1
-1.6 -0.3 -1.3
-0.2 0.2 0.0
0.6 0.5 1.1
0.0 0.0 -0.6
-0.4 0.2 0.3
0.2 -0.5 0.2
1.0 -0.2 -0.2
1.0 0.2 -0.3
-0.7 -0.1 0.4
0.0 0.1 0.3
1.5 0.4 0.8
-1.4 0.9 1.2
-0.1 -0.4 -1.3
-0.8 0.4 -0.2
0.7 0.3 -0.6
0.4 -0.3 0.7
-0.1 -0.8 -0.6
-0.3 -0.5 0.2
0.0 -0.1 0.0
0.0 0.2 0.0
-0.2 1.7 0.2
-2.0 -0.5 -0.7
0.6 0.3 0.1
0.3 0.0 0.1
0.9 -0.3 -1.1
-0.6 -0.7 1.3
0.5 0.0 0.5
0.6 -0.2 -0.5
0.0 -0.1 -0.2
-0.1 -0.2 0.1
-2.3 -0.7 -0.2
0.7 -2.1 0.5
0.3 1.8 -0.1
1.6 -0.1 0.7
0.3 -0.2 0.1
-0.2 0.7 -0.5
0.1 0.5 0.5
0.0 -0.7 -0.5
-0.2 0.6 -0.2
-0.2 0.2 -0.4
-0.2 -1.3 2.0
-0.7 0.4 -0.9
-0.3 -0.5 0.2
0.6 0.8 -0.6
0.3 -1.0 0.6
1.0 0.6 -0.7
-0.1 -0.2 -0.7
-0.5 0.9 0.1
0.0 0.1 0.1
0.0 0.1 0.0
-0.9 1.8 -1.7
0.7 -2.6 1.5
-0.8 1.4 0.0
1.1 -0.3 -0.3
0.4 0.2 0.3
-0.4 -0.5 -0.2
-0.1 -0.5 0.2
0.4 0.1 0.5
-0.3 0.3 -0.1
-0.1 0.1 0.0
-0.3 -1.7 -2.2
0.9 0.0 0.7
-0.3 0.9 0.7
-0.9 0.6 1.1
-0.3 -0.4 0.1
0.5 1.0 -0.2
0.3 0.2 -0.6
0.2 -0.3 0.3
0.0 -0.1 -0.1
-0.1 -0.3 0.1
1.3 0.2 -0.7
1.2 4.1 0.1
-1.0 -3.0 0.3
-0.9 0.2 0.3
0.2 0.2 -0.4
-0.2 -0.9 0.3
0.5 0.2 0.4
-0.5 -0.3 -0.3
-0.2 -0.5 0.0
-0.5 -0.2 0.0

Computed properties:
gap between HOMO and LUMO = 0.356 Ha
DFT total energy = -79343.557 eV
HOMO energy = -9.88 eV
LUMO level = -0.19 eV

No. 2
Entry from OMol25: a cluster of 14 separate species, C24H79BFNO19P2 in total (ωB97M-V/def2-TZVPD).

Positions of all 127 atoms, in Å:
C 0.4090 -4.8239 2.7922
P -0.9657 -5.1427 1.6297
C -0.1252 -5.1700 0.0040
C -1.7588 -3.4729 1.6714
O -2.4836 -3.2754 0.4786
C -2.5533 -1.9268 0.0682
C -1.3043 -1.5974 -0.7328
O -0.9997 -0.2264 -0.5974
C 0.1895 0.0994 -1.2347
O 1.2136 0.2031 -0.2797
C 2.4191 -0.4473 -0.6290
C 2.3340 -1.9500 -0.6445
O 2.0815 -2.3983 0.6928
C -3.8280 -1.7801 -0.7522
F -3.6653 -0.6628 -1.5638
N -5.0468 -1.6491 -0.0002
B -5.1186 -0.6500 1.0777
O -5.0634 -1.0213 2.4148
O -5.1863 0.6709 0.7764
P -6.1449 -2.9371 0.2312
C -7.0606 -3.0226 -1.3605
C -5.2420 -4.5228 0.2431
H 0.9031 -3.8671 2.6085
H -0.0083 -4.7834 3.7970
H 1.1307 -5.6333 2.7442
H 0.5739 -6.0049 -0.0025
H -0.8740 -5.3618 -0.7603
H 0.4215 -4.2583 -0.2434
H -1.0029 -2.6971 1.8293
H -2.4383 -3.4681 2.5287
H -2.5414 -1.2706 0.9431
H -1.4193 -1.8832 -1.7782
H -0.4771 -2.1790 -0.3115
H 0.4333 -0.6485 -1.9911
H 0.0545 1.0624 -1.7303
H 3.1435 -0.1842 0.1417
H 2.8186 -0.0573 -1.5694
H 3.2810 -2.3389 -1.0230
H 1.5384 -2.3057 -1.3046
H 2.4050 -3.2979 0.7606
H -3.9169 -2.6369 -1.4247
H -5.7493 -1.6566 2.6394
H -5.5322 1.1491 1.5354
H -8.1247 -3.0100 -1.1484
H -6.8360 -3.9292 -1.9226
H -6.7831 -2.1650 -1.9686
H -4.8744 -4.7119 1.2471
H -5.9870 -5.2848 0.0081
H -4.4310 -4.6139 -0.4734
C 5.1352 -0.1929 3.0658
O 5.0005 -1.0512 1.9350
H 6.1730 0.1268 3.1163
H 4.4912 0.6791 2.9375
H 4.8775 -0.7162 3.9919
H 4.0770 -1.3235 1.8923
C 3.8017 3.6427 3.3636
O 3.6411 2.7625 2.2497
H 4.8369 3.9580 3.3919
H 3.1686 4.5273 3.2574
H 3.5558 3.1360 4.3019
H 2.7203 2.4875 2.2186
C 3.8209 2.5485 -2.0656
O 3.1479 1.9883 -3.1918
H 4.5228 1.8032 -1.7013
H 4.3770 3.4482 -2.3408
H 3.1133 2.7856 -1.2671
H 2.5204 2.6380 -3.5170
C -0.8376 -3.4643 -4.0826
O 0.1567 -2.5519 -3.5992
H -1.5634 -3.6195 -3.2898
H -1.3473 -3.0511 -4.9563
H -0.3749 -4.4165 -4.3431
H 0.8097 -2.4114 -4.2887
C -3.1753 3.2158 1.4184
O -4.1464 4.0279 2.0749
H -3.1658 2.2508 1.9182
H -3.4417 3.0620 0.3712
H -2.1782 3.6591 1.4763
H -4.1571 4.8899 1.6411
C -1.7822 7.0566 2.3765
O -2.3071 6.7433 1.0868
H -1.0851 6.2669 2.6479
H -1.2500 8.0100 2.3769
H -2.5832 7.0909 3.1198
H -2.9322 7.4371 0.8631
C 1.4420 9.5439 1.6940
O 0.5197 9.7821 2.7545
H 1.0260 8.7514 1.0763
H 1.5768 10.4371 1.0779
H 2.4109 9.2182 2.0789
H 0.8814 10.4753 3.3111
C -2.0919 -6.8977 -3.2257
O -3.0435 -5.8406 -3.0945
H -1.8541 -7.0164 -4.2769
H -1.1736 -6.6545 -2.6848
H -2.5008 -7.8374 -2.8434
H -3.2403 -5.7459 -2.1586
C 6.4945 7.0575 3.8842
O 6.3545 5.6462 4.0144
H 5.4928 7.4753 3.8312
H 7.0109 7.4884 4.7459
H 7.0332 7.3222 2.9712
H 7.2341 5.2634 4.0603
C -6.6239 6.8864 1.6919
O -5.3253 6.5902 2.1958
H -6.5081 7.6370 0.9142
H -7.0926 5.9987 1.2600
H -7.2717 7.2874 2.4752
H -5.4224 5.9254 2.8857
C 3.4913 6.7883 0.4261
O 4.4404 7.5566 1.1599
H 2.7147 6.4784 1.1203
H 3.0369 7.3848 -0.3701
H 3.9493 5.8961 -0.0066
H 5.1315 7.8331 0.5538
C 1.8867 -6.2371 -4.7393
O 0.5436 -6.4324 -5.1893
H 1.8360 -5.9522 -3.6898
H 2.4673 -7.1528 -4.8445
H 2.3730 -5.4341 -5.3006
H 0.5819 -6.6832 -6.1157
C 4.6982 -9.9827 -4.7565
O 3.7301 -8.9441 -4.6279
H 4.9406 -10.0651 -5.8125
H 5.6110 -9.7472 -4.2043
H 4.3028 -10.9409 -4.4115
H 3.5083 -8.8624 -3.6965

Forces on the atoms, in the same order (eV/Å):
-0.1 0.4 0.0
-0.4 -0.7 0.1
0.1 0.3 0.0
0.3 -0.1 0.1
-0.3 -0.2 -0.1
0.5 0.2 0.0
0.2 -0.1 0.4
-0.4 0.1 -0.3
0.0 0.3 -0.2
0.2 -0.1 0.2
0.3 0.2 0.2
-0.2 0.0 -0.1
0.2 0.1 0.0
-0.5 0.2 -0.3
-0.1 0.1 -0.1
0.7 -0.4 0.2
0.2 -0.2 0.1
-0.6 0.5 0.1
-0.2 -0.1 -0.3
-0.6 0.2 0.4
0.4 -0.2 -0.2
-0.1 -0.1 -0.1
0.1 0.0 -0.1
0.1 -0.1 0.1
0.1 -0.1 0.1
0.0 -0.1 0.0
0.0 0.1 -0.1
-0.1 0.0 0.0
0.0 0.1 -0.1
-0.1 0.2 0.1
-0.3 0.2 0.0
0.0 0.1 -0.1
0.0 -0.1 0.0
0.0 0.0 -0.1
0.0 0.1 0.1
0.0 0.2 0.1
-0.1 -0.1 -0.2
0.1 0.0 0.0
0.0 0.0 -0.1
0.0 -0.2 0.1
0.1 -0.1 0.0
0.2 -0.4 0.0
0.4 0.3 0.2
-0.1 0.1 -0.1
0.0 0.0 0.0
-0.1 0.1 0.0
0.2 0.0 0.0
-0.1 0.0 0.1
0.1 0.1 0.0
-0.3 -0.1 -0.2
0.0 -0.1 0.0
0.0 0.0 0.0
0.2 0.1 0.2
0.1 0.0 0.0
0.0 -0.1 -0.1
-0.2 -0.2 -0.1
0.0 0.1 0.0
0.0 0.0 0.0
0.0 0.0 0.1
0.0 0.1 0.0
0.0 0.0 -0.1
-0.2 0.0 -0.1
0.1 0.0 0.1
0.0 0.0 0.0
0.0 0.0 0.0
0.1 0.0 0.1
0.0 0.0 0.0
0.4 0.1 -0.1
-0.1 0.0 0.2
0.0 0.0 0.0
-0.1 -0.1 0.0
-0.2 -0.1 0.0
0.0 0.0 -0.1
-0.1 0.2 0.0
0.0 -0.1 0.0
0.0 0.0 0.0
0.1 -0.1 0.0
0.0 0.0 0.0
0.1 0.1 0.0
-0.1 0.0 -0.1
0.2 0.0 0.0
0.0 0.0 0.0
0.0 0.0 0.0
0.0 0.0 0.0
-0.1 -0.1 0.0
0.0 0.1 0.2
0.0 0.0 -0.1
0.0 0.0 0.0
0.0 0.0 0.0
0.0 0.0 -0.1
0.0 0.0 0.1
-0.2 0.1 0.3
0.1 -0.1 -0.1
0.0 0.1 0.0
0.1 -0.1 -0.1
0.1 0.0 0.0
-0.1 0.0 0.0
0.0 -0.1 0.1
0.1 0.1 0.0
0.0 0.0 -0.1
0.0 0.0 0.0
0.0 0.0 0.0
0.0 0.0 0.0
0.1 -0.1 0.1
-0.1 0.1 0.0
0.0 0.0 0.0
0.0 0.0 0.0
0.0 0.0 0.0
0.1 0.0 0.0
0.1 0.1 0.0
-0.1 0.0 0.0
0.0 0.0 0.0
-0.1 -0.1 0.0
0.0 0.0 0.0
0.0 0.0 0.0
-0.2 -0.1 -0.2
0.1 0.0 0.0
0.0 0.0 0.0
0.0 0.1 0.0
0.1 0.0 0.1
0.0 0.0 0.0
-0.1 0.1 0.0
0.2 -0.2 0.0
0.0 0.0 0.0
0.0 0.0 0.0
0.0 0.0 0.0
0.0 0.0 0.0

Computed properties:
gap between HOMO and LUMO = 0.323 Ha
DFT total energy = -88529.492 eV
HOMO energy = -8.36 eV
LUMO level = 0.43 eV

No. 3
Entry from OMol25: a structure of composition C25H12F15GeN2O6P2RhS2 at a distorted geometry (ωB97M-V/def2-TZVPD).

Positions of all 66 atoms, in Å:
Rh 0.2470 -0.8872 -0.2417
N 2.3430 1.0303 3.8122
C 1.1710 0.7062 2.8944
C -0.0524 1.4970 3.3568
P 0.8235 -1.1097 3.0053
O 2.3552 -1.6306 3.0651
O 0.1316 -1.3488 4.2826
O 0.1853 -1.5454 1.6996
P 1.6826 1.2843 1.2257
O 2.4732 -0.0496 0.6415
O 2.6684 2.3804 1.4163
O 0.4290 1.3498 0.4524
H 2.0108 1.2325 4.7531
H 2.8286 1.8403 3.3978
H 2.9913 0.2394 3.8538
H -0.3172 1.2104 4.3759
H -0.8915 1.2575 2.7051
H 0.1231 2.5730 3.2932
H 2.4724 -2.5417 2.7668
H 3.3526 0.1519 0.2961
S -0.0976 -2.3213 -2.0296
C 0.3913 -0.9289 -2.8704
C 0.4560 -0.6749 -4.2437
C 0.8434 0.5787 -4.6385
C 1.1479 1.5573 -3.6842
C 1.0388 1.2510 -2.3533
N 0.6862 0.0080 -1.9574
H 0.1911 -1.4491 -4.9499
H 0.9011 0.8186 -5.6932
H 1.4556 2.5505 -3.9763
H 1.2387 1.9794 -1.5876
F -0.9910 -3.9994 2.9935
C -1.9435 -3.3869 3.7149
C -2.8782 -2.5642 3.1001
C -3.7784 -1.9527 3.9638
F -4.7823 -1.1900 3.5125
C -3.7437 -2.1260 5.3342
F -4.6374 -1.5209 6.1182
C -2.7903 -2.9544 5.8939
F -2.7421 -3.1243 7.2105
C -1.8892 -3.5998 5.0762
F -0.9440 -4.3734 5.6061
Ge -2.9047 -2.4630 1.1455
S -1.9673 -0.9275 -0.1123
C -2.6593 -4.3676 0.7529
C -3.6554 -5.2324 1.1796
F -4.7588 -4.7558 1.7786
C -3.5826 -6.6027 1.0346
F -4.5760 -7.3907 1.4440
C -2.4543 -7.1571 0.4607
F -2.3576 -8.4739 0.3139
C -1.4193 -6.3367 0.0596
F -0.3121 -6.8696 -0.4573
C -1.5363 -4.9681 0.2229
F -0.4674 -4.2427 -0.1136
C -4.6896 -1.8941 0.5046
C -5.5147 -2.6393 -0.3252
F -5.1808 -3.8710 -0.7324
C -6.7202 -2.1674 -0.8136
F -7.4827 -2.9320 -1.5952
C -7.1289 -0.8877 -0.4988
F -8.2837 -0.4210 -0.9605
C -6.3188 -0.0896 0.2839
F -6.6883 1.1589 0.5676
C -5.1189 -0.5930 0.7476
F -4.3672 0.2692 1.4433

Forces on the atoms, in the same order (eV/Å):
0.8 1.2 0.4
-0.1 -0.1 0.0
0.2 -0.1 0.0
0.1 -0.1 0.0
-0.4 0.1 -0.1
0.2 -0.1 0.0
-0.1 -0.1 0.0
0.0 -0.6 0.6
1.3 -0.4 0.7
0.0 0.2 -0.2
-0.1 -0.1 0.1
-0.9 -0.1 -0.4
0.0 0.0 0.1
0.0 0.1 -0.1
0.0 -0.1 0.0
0.0 0.0 0.0
0.0 0.0 0.0
0.0 0.0 0.0
0.0 0.1 0.0
-0.1 0.0 0.1
0.3 -1.2 0.5
0.1 0.4 -0.5
0.0 -0.2 0.1
0.1 0.2 -0.1
0.0 -0.1 -0.2
0.0 -0.4 0.2
-0.8 0.6 -1.2
0.0 0.0 0.0
0.0 0.0 0.0
0.0 0.0 0.0
-0.1 0.0 0.2
0.0 0.1 -0.1
0.2 0.1 -0.1
0.1 0.2 0.4
-0.2 0.0 0.0
0.1 0.0 -0.1
0.0 0.0 0.1
0.0 0.0 0.0
0.0 0.0 0.1
0.0 0.0 0.0
0.1 0.0 0.0
0.0 0.0 0.0
-0.2 0.0 -0.3
-0.4 0.6 -0.4
-0.1 -0.3 0.0
-0.1 -0.1 0.0
0.1 0.1 0.0
0.0 -0.1 0.0
0.0 0.0 0.0
0.0 -0.1 0.0
0.0 0.0 0.0
0.0 0.0 0.0
0.0 0.0 0.0
0.1 0.0 0.0
0.0 0.1 0.1
-0.1 0.2 0.0
-0.1 0.0 0.0
0.2 0.0 0.1
0.0 0.0 0.0
0.0 0.0 0.0
-0.1 0.0 0.0
0.0 0.0 0.0
0.0 0.0 0.0
0.0 0.0 0.0
0.0 0.1 0.1
0.1 -0.1 0.1

Computed properties:
gap between HOMO and LUMO (spin up / spin down) = 0.269 / 0.269 Ha
DFT total energy = -181923.424 eV
HOMO energy (spin up / spin down) = -8.23 / -8.23 eV
LUMO level (spin up / spin down) = -0.91 / -0.91 eV